No. 1
DFT (the ωB97M-V functional and the def2-TZVPD basis) results for C38H43FMgN10O5S as an isolated structure.

The geometry in XYZ format:
```
99
Properties=species:S:1:pos:R:3:lowdin_charge:R:1
Mg 1.6116 -0.2402 0.5443 0.58
C 1.3008 -2.9763 3.9884 -0.03
C 1.3573 -2.0682 5.0316 -0.04
C 1.6701 -0.7440 4.7683 0.00
C 1.8903 -0.3660 3.4563 -0.24
N 1.8334 -1.2430 2.4473 0.07
C 1.5614 -2.5191 2.7075 -0.07
C 2.2560 1.0277 3.0579 -0.23
C 2.2230 2.0870 3.9481 0.00
C 2.6497 3.3271 3.5144 -0.03
C 3.1518 3.4638 2.2334 0.00
C 3.1644 2.3605 1.3983 -0.19
N 2.6574 1.1783 1.7823 0.13
C 3.8074 2.4369 0.0533 -0.25
C 3.6629 3.5568 -0.7556 -0.03
C 4.2924 3.5664 -1.9871 -0.06
C 5.0410 2.4633 -2.3673 -0.06
C 5.1297 1.3946 -1.4885 -0.12
N 4.5306 1.3750 -0.3000 0.14
H 1.0621 -4.0175 4.1572 0.11
H 1.1610 -2.3867 6.0487 0.11
H 1.7365 -0.0257 5.5743 0.11
H 1.5515 -3.1845 1.8512 0.11
H 1.8535 1.9544 4.9538 0.11
H 2.6155 4.1783 4.1824 0.12
H 3.5587 4.4057 1.8917 0.12
H 3.0379 4.3829 -0.4403 0.11
H 4.1898 4.4187 -2.6480 0.11
H 5.5418 2.4318 -3.3257 0.10
H 5.7110 0.5133 -1.7439 0.11
C -4.0091 2.0303 2.6600 -0.07
C -3.3894 0.8911 3.4626 -0.26
N -3.1017 -0.3043 2.6762 -0.13
C -4.1720 -1.3050 2.5561 -0.21
C -5.0043 -1.1663 1.2833 -0.07
C -1.9386 -0.4558 1.9911 -0.68
S -0.7763 0.7936 1.9995 0.77
N -1.8689 -1.6449 1.3424 0.11
C -0.9188 -1.9929 0.4936 -0.42
O 0.0808 -1.3341 0.0961 -0.11
C -1.0692 -3.3847 -0.0580 -0.13
C -2.3269 -3.9666 -0.1945 -0.02
C -2.4515 -5.2459 -0.7171 -0.07
C -1.3168 -5.9667 -1.0742 -0.09
C -0.0583 -5.3971 -0.9252 -0.08
C 0.0631 -4.1016 -0.4379 -0.03
H -4.1491 2.9060 3.2994 0.08
H -4.9803 1.7516 2.2462 0.06
H -3.3442 2.3076 1.8400 0.04
H -4.0594 0.5899 4.2683 0.11
H -2.4587 1.2321 3.9077 0.07
H -4.8087 -1.1918 3.4332 0.11
H -3.7227 -2.2926 2.5869 0.10
H -5.5966 -0.2495 1.2840 0.06
H -5.6902 -2.0122 1.1925 0.07
H -4.3522 -1.1551 0.4088 0.07
H -3.2002 -3.4001 0.1033 0.10
H -3.4349 -5.6825 -0.8468 0.10
H -1.4138 -6.9692 -1.4753 0.10
H 0.8263 -5.9505 -1.2198 0.11
H 1.0389 -3.6371 -0.3467 0.10
F -2.2474 -0.5853 -2.8827 0.09
C -1.3619 -1.5593 -3.1408 -0.19
C -0.0809 -1.4056 -2.8113 0.04
N 0.8671 -2.3820 -3.0361 0.05
C 2.2731 -2.2560 -2.6175 -0.01
C 2.4540 -1.4280 -1.3516 -0.61
O 2.7622 -1.9824 -0.2766 0.00
O 2.2328 -0.1690 -1.4328 -0.10
C 0.5242 -3.5652 -3.6728 -0.48
O 1.3255 -4.4413 -3.9373 0.07
N -0.8135 -3.6776 -3.9881 0.23
C -1.8538 -2.7729 -3.7586 -0.40
O -2.9958 -3.0278 -4.0672 0.10
H 0.2476 -0.5022 -2.3227 0.12
H 2.8506 -1.7995 -3.4234 0.14
H 2.6432 -3.2581 -2.4502 0.13
H -1.0728 -4.5525 -4.4164 0.17
C -2.3723 3.0222 -1.0349 -0.05
N -1.0405 3.6111 -0.8852 -0.18
C -0.8036 4.1163 0.4607 -0.09
C -0.0043 2.8593 -1.4570 -0.43
N 0.8687 2.2786 -0.7077 0.17
N -0.0558 2.8114 -2.8314 -0.15
C 0.8171 1.9488 -3.5987 -0.05
C -0.7944 3.7702 -3.6364 -0.06
H -2.5347 2.2315 -0.2923 0.07
H -2.4905 2.5824 -2.0233 0.08
H -3.1342 3.7929 -0.9018 0.09
H -1.5256 4.9151 0.6525 0.08
H 0.2036 4.5251 0.5267 0.07
H -0.9125 3.3447 1.2254 0.02
H 1.6147 1.8791 -1.2726 0.01
H 1.6029 2.5306 -4.0949 0.09
H 0.2396 1.4357 -4.3723 0.09
H 1.2951 1.1978 -2.9751 0.05
H -1.2192 4.5449 -3.0080 0.08
H -1.5970 3.2826 -4.1985 0.09
H -0.1181 4.2375 -4.3591 0.08
```

Results
HOMO-LUMO gap	0.2653	hartree
relative energy (zero: lowest compared OMol25 entry of this formula, charge and spin)	6.5	kJ/mol
charge	0

---

No. 2
DFT (the ωB97M-V functional and the def2-TZVPD basis) results for a single C3H4O4 molecule at a distorted geometry.

The geometry in XYZ format:
```
11
Properties=species:S:1:pos:R:3:lowdin_charge:R:1
O 1.6090 -1.6499 -0.1247 0.10
C 0.7074 -0.6203 -0.0946 -0.28
C 0.7060 0.6927 -0.1419 -0.33
O 1.6375 1.5962 -0.0337 0.16
O -0.6461 1.1086 -0.1149 0.01
C -1.4520 -0.0291 -0.0126 -0.19
O -0.6236 -1.1621 -0.0944 -0.01
H 0.9328 -2.2912 0.1718 0.12
H 1.2909 2.4548 0.1862 0.13
H -2.2180 -0.0338 -0.7894 0.13
H -1.9440 -0.0657 1.0481 0.16
```

Results
HOMO-LUMO gap	0.3053	hartree
relative energy (zero: lowest compared OMol25 entry of this formula, charge and spin)	266.7	kJ/mol
charge	0
SMILES	OC1=C(O)OCO1

---

No. 3
DFT (the ωB97M-V functional and the def2-TZVPD basis) results for a 7-piece molecular cluster, C28H38ClN7O2 overall at a distorted geometry.

The geometry in XYZ format:
```
76
Properties=species:S:1:pos:R:3:lowdin_charge:R:1
C 0.2915 0.5004 -2.9994 -0.05
C -0.5966 1.4633 -3.7952 -0.25
C -1.3825 0.7687 -4.8988 -0.65
Cl -1.1434 1.6801 -6.4608 0.62
O -2.7700 0.7436 -4.6793 -0.04
C -3.0841 0.3257 -3.4113 -0.59
N -3.6586 1.3085 -2.5641 0.16
O -2.9223 -0.7560 -3.0597 0.19
H 0.0686 -0.5293 -3.2238 0.07
H 0.1906 0.7046 -1.9468 0.06
H 1.3294 0.6561 -3.2422 0.07
H -1.2085 2.0775 -3.1574 0.09
H 0.0791 2.1355 -4.2822 0.05
H -0.9773 -0.2034 -5.1068 0.10
H -2.9498 1.8291 -2.0668 0.07
H -4.2480 1.9352 -3.0980 0.08
C -2.2109 5.8051 -2.3930 -0.11
C -3.3797 6.0602 -1.6217 -0.10
C -4.4413 5.5085 -2.2898 -0.14
N -3.9599 4.9345 -3.4374 0.00
C -2.6070 5.1053 -3.5002 -0.16
H -1.2012 6.0991 -2.1586 0.09
H -3.4332 6.5875 -0.6843 0.09
H -5.4904 5.4760 -2.0504 0.11
H -4.5135 4.4612 -4.1281 0.14
H -2.0446 4.7193 -4.3351 0.10
C 3.9760 4.9324 -3.5471 -0.11
C 2.8078 5.1943 -2.7822 -0.11
C 1.7481 4.6588 -3.4622 -0.15
N 2.2285 4.0851 -4.6090 0.00
C 3.5867 4.2458 -4.6650 -0.14
H 4.9861 5.2151 -3.3028 0.09
H 2.7530 5.7161 -1.8414 0.09
H 0.6952 4.6364 -3.2332 0.09
H 1.6678 3.6195 -5.2999 0.13
H 4.1562 3.8586 -5.4925 0.11
C -0.0873 1.9197 1.7125 -0.11
C -0.5415 0.9663 2.6626 -0.11
C -1.7385 0.4770 2.2111 -0.14
N -2.0281 1.0990 1.0292 0.01
C -1.0251 1.9781 0.7173 -0.16
H 0.8235 2.4933 1.7543 0.09
H -0.0438 0.6707 3.5712 0.07
H -2.4054 -0.2590 2.6263 0.11
H -2.8496 0.9324 0.4754 0.13
H -1.0651 2.5672 -0.1847 0.10
C -2.8709 -3.8669 -0.0820 -0.11
C -2.3815 -3.1829 -1.2294 -0.10
C -1.2382 -3.8248 -1.6227 -0.14
N -1.0171 -4.8650 -0.7584 0.00
C -2.0092 -4.8986 0.1818 -0.15
H -3.7559 -3.6278 0.4842 0.09
H -2.8177 -2.3241 -1.7064 0.05
H -0.5642 -3.6326 -2.4401 0.10
H -0.2450 -5.5037 -0.8068 0.14
H -2.0163 -5.6499 0.9531 0.10
C 3.0338 -1.3476 5.3408 -0.11
C 2.4333 -2.6313 5.2333 -0.11
C 1.0951 -2.4770 5.4737 -0.14
N 0.8640 -1.1520 5.7248 0.00
C 2.0398 -0.4565 5.6424 -0.15
H 4.0756 -1.1070 5.2105 0.09
H 2.9271 -3.5610 5.0063 0.07
H 0.2908 -3.1925 5.4881 0.10
H -0.0311 -0.7513 5.9373 0.14
H 2.0669 0.6075 5.8050 0.11
C 2.7035 -7.2588 5.9975 -0.11
C 3.7472 -7.7810 6.8083 -0.11
C 4.9322 -7.3515 6.2746 -0.14
N 4.6455 -6.5931 5.1726 0.00
C 3.2899 -6.5295 4.9987 -0.16
H 1.6446 -7.4015 6.1337 0.09
H 3.6390 -8.3998 7.6832 0.09
H 5.9500 -7.5190 6.5826 0.10
H 5.3255 -6.1510 4.5820 0.14
H 2.8621 -5.9728 4.1823 0.10
```

Results
HOMO-LUMO gap	0.3112	hartree
charge	0
SMILES	CC[C@H](Cl)OC(N)=O.c1cc[nH]c1.c1cc[nH]c1.c1cc[nH]c1.c1cc[nH]c1.c1cc[nH]c1.c1cc[nH]c1

---

No. 4
DFT (the ωB97M-V functional and the def2-TZVPD basis) results for a single C5H6Cl2S molecule at a distorted geometry.

The geometry in XYZ format:
```
14
Properties=species:S:1:pos:R:3:lowdin_charge:R:1
C -1.3656 1.7646 -2.2265 -0.10
C -0.3190 1.6075 -1.4107 -0.51
C 1.2387 -1.2556 1.0772 -0.44
C 0.9215 0.0313 0.4567 -0.48
C 0.0783 -2.0952 1.7453 -0.95
S -0.0101 -0.0278 -0.9964 0.89
Cl -1.2275 -2.3762 0.5491 0.52
Cl -0.5615 -1.3019 3.2148 0.53
H -1.7623 2.6982 -2.7593 0.09
H -1.9316 0.8474 -2.3658 0.03
H 0.3407 2.2603 -0.8336 0.07
H 1.7528 -2.1364 0.4936 0.13
H 1.9200 -1.0062 2.0588 0.14
H 0.9257 0.9899 0.9968 0.07
```

Results
spin multiplicity	3
HOMO-LUMO gap (alpha / beta)	0.2924 / 0.2872	hartree
relative energy (zero: lowest compared OMol25 entry of this formula, charge and spin)	14.7	kJ/mol
charge	0

---

No. 5
DFT (the ωB97M-V functional and the def2-TZVPD basis) results for C2H3IOS2 as an isolated structure at a distorted geometry.

The geometry in XYZ format:
```
9
Properties=species:S:1:pos:R:3:lowdin_charge:R:1
C 0.7739 0.6706 -0.2455 -1.14
C -1.1189 -1.1563 0.4277 -1.03
O 0.3864 0.6281 -1.3786 -0.05
S 2.2647 1.4531 0.2648 0.79
S 0.1330 -0.1539 1.2612 0.73
I -2.7949 0.0164 -0.0209 0.78
H -1.1912 -1.9585 1.2610 0.04
H -0.8536 -1.4601 -0.6413 0.02
H 2.4005 1.9606 -0.9282 -0.13
```

Results
HOMO-LUMO gap	0.3470	hartree
relative energy (zero: lowest compared OMol25 entry of this formula, charge and spin)	9.0	kJ/mol
charge	0

---

No. 6
DFT (the ωB97M-V functional and the def2-TZVPD basis) results for C12H25CoN2O7P2S3 as an isolated structure at a distorted geometry.

The geometry in XYZ format:
```
52
Properties=species:S:1:pos:R:3:lowdin_charge:R:1
Co 0.3901 -0.2523 0.1877 0.14
C 0.0389 1.9370 2.6767 -0.39
C -0.8595 0.7546 2.9914 -0.42
S -0.2348 -0.8094 2.3154 1.04
C 1.3446 -1.0167 3.2011 -0.40
C 2.4689 -1.4052 2.2600 -0.41
S 2.5778 -0.3438 0.7953 1.05
C 3.0220 1.2684 1.5098 -0.40
C 2.1790 2.3499 0.8698 -0.42
S 0.4232 1.9562 0.8965 1.03
H 0.9607 1.9097 3.2555 0.08
H -0.4731 2.8688 2.9165 0.11
H -1.8371 0.8652 2.5255 0.09
H -1.0022 0.6100 4.0625 0.11
H 1.1975 -1.7960 3.9481 0.11
H 1.5649 -0.0920 3.7318 0.08
H 2.3303 -2.4090 1.8610 0.09
H 3.4289 -1.3852 2.7777 0.11
H 4.0805 1.4280 1.3032 0.11
H 2.8949 1.2268 2.5901 0.08
H 2.4041 2.4502 -0.1924 0.09
H 2.3384 3.3205 1.3403 0.11
C -1.4242 2.8627 -3.0242 -0.04
C -1.6478 1.4392 -2.5335 -0.56
O -2.6198 0.7526 -3.3249 -0.06
P -2.4120 1.3711 -0.8511 0.53
O -3.9328 1.1024 -1.1085 -0.05
O -2.3980 2.7985 -0.1751 -0.10
O -1.7237 0.4365 0.0972 -0.37
P -0.1652 0.3541 -2.4742 0.37
O 0.3253 0.5038 -3.9711 -0.07
O -0.6549 -0.9952 -2.1097 -0.26
O 0.8997 0.8324 -1.4520 -0.39
H -2.3599 3.4236 -3.0155 0.10
H -1.0578 2.8348 -4.0504 0.10
H -0.6861 3.3841 -2.4138 0.09
H -2.3185 0.6957 -4.2414 0.12
H -4.0968 0.5731 -1.9094 0.11
H -3.0580 3.4292 -0.4972 0.12
H 1.1970 0.1594 -4.2026 0.11
C -1.7853 -2.8694 0.2083 0.00
C -0.3872 -3.0432 -0.2622 -0.35
N 0.6378 -2.1981 -0.1811 -0.05
C 1.6884 -2.7655 -0.8912 -0.13
C 1.3057 -3.9757 -1.3515 -0.03
N 0.0034 -4.1304 -0.9404 0.15
H -2.0070 -1.8272 0.4151 0.04
H -1.9822 -3.4706 1.0970 0.10
H -2.4595 -3.1891 -0.5859 0.11
H 2.6378 -2.2787 -1.0209 0.09
H 1.8326 -4.7244 -1.9150 0.13
H -0.5891 -4.9216 -1.1381 0.18
```

Results
HOMO-LUMO gap	0.2686	hartree
relative energy (zero: lowest compared OMol25 entry of this formula, charge and spin)	132.6	kJ/mol
charge	+2

---

| no. | molar mass (g mol⁻¹) |
| --- | --- |
| 1 | 795.20 |
| 2 | 104.06 |
| 3 | 540.11 |
| 4 | 169.08 |
| 5 | 234.08 |
| 6 | 526.42 |